1.
Computed, not measured: the molecule C3H4N2O2, with the ωB97M-V functional and the def2-TZVPD basis.

Frontier orbital gap in eV: 8.605
HOMO level in eV: -8.735
Energy above the lowest of the compared OMol25 structures with the same formula, charge and spin in eV: 6.429

CARTESIAN COORDINATES (ANGSTROEM)
O -2.79015 1.02165 -1.51624
N -1.94555 0.38594 -2.15021
N -0.76000 0.67823 -2.26336
C 0.34005 0.42138 -1.59777
C 0.22137 0.18454 -0.12660
C -0.79450 -0.42660 0.47251
O -1.06613 -0.29843 1.83104
H 1.29901 0.54347 -2.08476
H 1.16608 0.56675 0.30590
H -1.58226 -0.78069 -0.19984
H -0.27889 -0.44916 2.45183

Quick look at the Mulliken charges, all values in e:
1. O -0.350
2. N -0.164
3. N 0.096
4. C -0.258
5. C -0.144
6. C -0.065
7. O -0.482
8. H 0.379
9. H 0.234
10. H 0.411
11. H 0.343

***

2.
Computed, not measured: the molecule C3H4N2O2, with the ωB97M-V functional and the def2-TZVPD basis.

Frontier orbital gap in eV: 10.366
HOMO level in eV: -9.479
Energy above the lowest of the compared OMol25 structures with the same formula, charge and spin in eV: 2.010

CARTESIAN COORDINATES (ANGSTROEM)
C -1.37022 0.64958 -1.36339
N -0.44329 0.44734 -0.24343
N -0.78980 0.63567 1.03948
C 0.07065 0.00378 1.73076
O 1.03667 -0.59578 0.94365
C 0.65143 -0.35695 -0.34119
O 1.11463 -0.79681 -1.39693
H -0.88199 0.05665 -2.20478
H -2.31817 0.06906 -1.14558
H -1.52602 1.71987 -1.60673
H 0.03618 -0.06439 2.85386

Quick look at the Mulliken charges, all values in e:
1. C -0.715
2. N 0.545
3. N -0.727
4. C 0.026
5. O -0.320
6. C 0.614
7. O -0.632
8. H 0.304
9. H 0.273
10. H 0.256
11. H 0.375

***

3.
Computed, not measured: the molecule C3H4N2O2, with the ωB97M-V functional and the def2-TZVPD basis.

Frontier orbital gap in eV: 9.429
HOMO level in eV: -10.076
Energy above the lowest of the compared OMol25 structures with the same formula, charge and spin in eV: 7.942

CARTESIAN COORDINATES (ANGSTROEM)
C -0.67407 -0.62317 -1.23403
N -1.54295 -0.36387 -0.33941
O -0.79167 -0.58549 0.84969
C -0.25044 0.77786 1.34061
O 0.88675 1.16434 0.56750
N 1.53189 -0.03424 -0.02408
C 0.77988 -0.59379 -0.98805
H -0.92288 -0.50519 -2.40177
H 0.21904 0.24002 2.34907
H -0.85612 1.71967 1.38190
H 1.62058 -1.19614 -1.50142

Quick look at the Mulliken charges, all values in e:
1. C 0.014
2. N -0.409
3. O -0.224
4. C -0.048
5. O -0.204
6. N -0.385
7. C 0.131
8. H 0.285
9. H 0.183
10. H 0.293
11. H 0.364

***

4.
Computed, not measured: a cluster of 2 separate species, C3H4N2O2 in total, with the ωB97M-V functional and the def2-TZVPD basis.

Frontier orbital gap (alpha / beta) in eV: 8.694 / 7.946
HOMO level (alpha / beta) in eV: -9.895 / -9.254
Energy above the lowest of the compared OMol25 structures with the same formula, charge and spin in eV: 6.901

CARTESIAN COORDINATES (ANGSTROEM)
C 0.16706 0.64507 1.55096
C -0.76650 -1.13568 0.07572
C -0.48430 0.29215 0.39182
N 0.71722 1.04975 2.47468
N 1.11070 0.75535 -1.20117
O 0.98437 1.90170 -1.51712
O 1.81780 -0.14975 -1.41444
H -0.65792 -1.65827 0.93392
H -1.75041 -1.31013 -0.40955
H 0.05063 -1.38057 -0.71029
H -1.18866 0.99036 -0.17452

Quick look at the Mulliken charges, all values in e:
1. C 0.407
2. C -0.877
3. C -0.222
4. N -0.392
5. N 0.714
6. O -0.443
7. O -0.431
8. H 0.396
9. H 0.272
10. H 0.237
11. H 0.340

***

5.
Computed, not measured: a cluster of 2 separate species, C3H4N2O2 in total, with the ωB97M-V functional and the def2-TZVPD basis.

Frontier orbital gap in eV: 9.843
HOMO level in eV: -9.302
Energy above the lowest of the compared OMol25 structures with the same formula, charge and spin in eV: 7.372

CARTESIAN COORDINATES (ANGSTROEM)
C 0.56860 1.68088 0.45926
C -0.24803 0.69730 0.28352
N -1.25745 -0.01907 0.04825
O -2.19262 -0.32898 0.78529
O -1.22934 -0.68262 -1.22391
H 1.54387 1.52512 0.89656
H 0.31784 2.69217 0.16753
H -2.04736 -1.20583 -1.26445
C 1.48301 -1.45188 -0.05966
N 2.29419 -1.03136 0.62154
H 0.76727 -1.87572 -0.71393

Quick look at the Mulliken charges, all values in e:
1. C -0.775
2. C 0.340
3. N 0.624
4. O -0.690
5. O -0.411
6. H 0.300
7. H 0.250
8. H 0.338
9. C 0.122
10. N -0.406
11. H 0.307

***

6.
Computed, not measured: the molecule C3H4N2O2, with the ωB97M-V functional and the def2-TZVPD basis.

Frontier orbital gap in eV: 8.271
HOMO level in eV: -8.849
Energy above the lowest of the compared OMol25 structures with the same formula, charge and spin in eV: 5.653

CARTESIAN COORDINATES (ANGSTROEM)
H -1.45989 -1.01768 -2.40681
N -0.89268 -0.37140 -1.90204
C -0.56886 -0.50419 -0.69910
C 0.23109 0.34084 0.26347
O 1.17338 -0.35111 0.79422
C -0.20421 1.53629 0.69991
N -1.27967 2.12397 0.16304
O -1.57674 3.24240 0.64184
H -0.77043 -1.49825 -0.25033
H 1.64129 -0.15556 1.58615
H 0.33066 1.94163 1.51075

Quick look at the Mulliken charges, all values in e:
1. H 0.281
2. N -0.567
3. C 0.145
4. C 0.528
5. O -0.440
6. C -0.524
7. N -0.068
8. O -0.413
9. H 0.336
10. H 0.338
11. H 0.384

***

7.
Computed, not measured: the molecule C3H4N2O2, with the ωB97M-V functional and the def2-TZVPD basis.

Frontier orbital gap in eV: 10.457
HOMO level in eV: -9.589
Energy above the lowest of the compared OMol25 structures with the same formula, charge and spin in eV: 2.139

CARTESIAN COORDINATES (ANGSTROEM)
C -1.55086 -0.33446 -0.00646
N -0.23954 0.24307 -0.28397
N 0.64037 -0.66828 -0.85186
C 1.75763 -0.44982 -0.27848
O 1.75411 0.53988 0.63741
C 0.47019 1.14985 0.48076
O 0.22005 2.26173 0.84282
H -2.04547 -0.53830 -0.95711
H -1.41168 -1.28543 0.52510
H -2.16578 0.32924 0.60316
H 2.67370 -0.96116 -0.54092

Quick look at the Mulliken charges, all values in e:
1. C -0.736
2. N 0.416
3. N -0.681
4. C 0.042
5. O -0.316
6. C 0.489
7. O -0.516
8. H 0.240
9. H 0.289
10. H 0.364
11. H 0.409

***

8.
Computed, not measured: the molecule C3H4N2O2, with the ωB97M-V functional and the def2-TZVPD basis.

Frontier orbital gap in eV: 9.202
HOMO level in eV: -8.468
Energy above the lowest of the compared OMol25 structures with the same formula, charge and spin in eV: 2.188

CARTESIAN COORDINATES (ANGSTROEM)
N -1.79523 -0.42495 -0.10458
C -0.48819 -0.09168 0.17262
C 0.04890 1.04119 0.64063
O 1.44871 0.91363 0.68438
C 1.68950 -0.08908 -0.18646
O 2.63344 -0.09470 -0.91214
N 0.55168 -0.96868 -0.20399
H -1.90230 -0.95016 -0.96318
H -2.43783 0.35368 -0.02106
H -0.25487 2.06560 0.49287
H 0.66527 -1.85030 0.29466

Quick look at the Mulliken charges, all values in e:
1. N -0.486
2. C 0.451
3. C -0.483
4. O -0.278
5. C 0.523
6. O -0.495
7. N -0.284
8. H 0.253
9. H 0.234
10. H 0.302
11. H 0.262

***

| no. | F_max (eV/A) |
| --- | --- |
| 1 | 5.36 |
| 2 | 2.92 |
| 3 | 5.50 |
| 4 | 4.11 |
| 5 | 0.99 |
| 6 | 3.27 |
| 7 | 1.01 |
| 8 | 0.93 |